{"formula": "C51H126N10O3", "method": "the ωB97M-V functional and the def2-TZVPD basis", "spin_multiplicity": 1, "homo_lumo_gap_ev": 8.460, "smiles": "CCN(CC)CC.CCN(CC)CC.CCN(CC)CC.CCN(CC)CC.CCN(CC)CC.CCN(CC)CC.CCN(CC)CC.CNC(C)=O.CNC(C)=O.CNC(C)=O", "relative_energy_kcal_mol": 16.7, "symbols": ["C", "C", "N", "C", "C", "C", "C", "H", "H", "H", "H", "H", "H", "H", "H", "H", "H", "H", "H", "H", "H", "H", "C", "C", "N", "C", "C", "C", "C", "H", "H", "H", "H", "H", "H", "H", "H", "H", "H", "H", "H", "H", "H", "H", "C", "C", "N", "C", "C", "C", "C", "H", "H", "H", "H", "H", "H", "H", "H", "H", "H", "H", "H", "H", "H", "H", "C", "C", "N", "C", "C", "C", "C", "H", "H", "H", "H", "H", "H", "H", "H", "H", "H", "H", "H", "H", "H", "H", "C", "C", "N", "C", "C", "C", "C", "H", "H", "H", "H", "H", "H", "H", "H", "H", "H", "H", "H", "H", "H", "H", "C", "C", "N", "C", "C", "C", "C", "H", "H", "H", "H", "H", "H", "H", "H", "H", "H", "H", "H", "H", "H", "H", "C", "C", "N", "C", "C", "C", "C", "H", "H", "H", "H", "H", "H", "H", "H", "H", "H", "H", "H", "H", "H", "H", "C", "C", "O", "N", "C", "H", "H", "H", "H", "H", "H", "H", "C", "C", "O", "N", "C", "H", "H", "H", "H", "H", "H", "H", "C", "C", "O", "N", "C", "H", "H", "H", "H", "H", "H", "H"], "coordinates": [[2.861, -2.951, -3.890], [3.792, -3.836, -3.052], [4.244, -5.097, -3.637], [5.008, -4.898, -4.871], [6.221, -3.997, -4.686], [3.120, -5.990, -3.933], [3.568, -7.419, -4.259], [1.956, -3.509, -4.116], [3.418, -2.698, -4.795], [2.656, -2.038, -3.335], [4.678, -3.283, -2.730], [3.266, -4.088, -2.126], [5.374, -5.859, -5.223], [4.417, -4.468, -5.693], [6.963, -4.107, -5.476], [5.934, -2.942, -4.674], [6.724, -4.210, -3.740], [2.439, -5.597, -4.700], [2.503, -6.086, -3.035], [2.697, -8.074, -4.227], [4.279, -7.749, -3.500], [4.070, -7.565, -5.214], [-3.154, 0.294, -4.075], [-1.880, 0.522, -4.907], [-1.878, -0.309, -6.106], [-2.705, 0.263, -7.154], [-3.074, -0.754, -8.237], [-0.524, -0.561, -6.596], [0.360, -1.313, -5.613], [-3.107, -0.694, -3.612], [-4.030, 0.214, -4.721], [-3.275, 1.111, -3.365], [-1.879, 1.583, -5.204], [-1.025, 0.317, -4.270], [-3.651, 0.628, -6.748], [-2.248, 1.189, -7.538], [-3.834, -0.353, -8.906], [-2.239, -1.119, -8.833], [-3.500, -1.613, -7.716], [-0.020, 0.398, -6.817], [-0.514, -1.103, -7.542], [0.740, -0.652, -4.830], [1.257, -1.625, -6.150], [-0.182, -2.138, -5.152], [-4.402, -0.698, 2.181], [-4.504, -1.492, 3.497], [-4.585, -2.926, 3.316], [-5.820, -3.317, 2.637], [-5.981, -4.824, 2.398], [-4.438, -3.672, 4.562], [-3.054, -3.479, 5.188], [-4.328, 0.368, 2.405], [-5.335, -0.816, 1.626], [-3.568, -0.983, 1.541], [-3.600, -1.218, 4.039], [-5.407, -1.130, 4.010], [-6.732, -2.946, 3.132], [-5.753, -2.875, 1.642], [-6.731, -5.001, 1.633], [-5.018, -5.153, 1.989], [-6.139, -5.439, 3.281], [-4.436, -4.736, 4.328], [-5.249, -3.420, 5.261], [-2.877, -2.465, 5.565], [-2.292, -3.564, 4.409], [-2.869, -4.157, 6.018], [-5.869, 3.869, -3.281], [-4.902, 4.990, -2.892], [-3.659, 4.469, -2.329], [-2.672, 5.544, -2.207], [-1.998, 5.810, -3.546], [-3.849, 3.781, -1.055], [-2.649, 2.926, -0.678], [-6.771, 4.268, -3.753], [-6.207, 3.286, -2.428], [-5.415, 3.209, -4.021], [-4.686, 5.555, -3.797], [-5.378, 5.660, -2.158], [-1.878, 5.227, -1.531], [-3.118, 6.454, -1.779], [-1.101, 6.427, -3.412], [-2.618, 6.369, -4.246], [-1.616, 4.879, -3.962], [-4.124, 4.531, -0.294], [-4.698, 3.098, -1.071], [-1.791, 3.537, -0.386], [-2.854, 2.272, 0.171], [-2.322, 2.283, -1.496], [-3.443, 0.975, 6.165], [-2.139, 1.118, 5.395], [-1.036, 1.641, 6.200], [-0.858, 0.887, 7.441], [0.316, 1.417, 8.255], [0.176, 1.624, 5.390], [0.115, 2.439, 4.104], [-3.670, 1.817, 6.819], [-3.429, 0.101, 6.819], [-4.245, 0.872, 5.433], [-1.826, 0.216, 4.835], [-2.325, 1.774, 4.537], [-1.764, 0.938, 8.047], [-0.771, -0.186, 7.198], [0.253, 1.092, 9.294], [1.253, 1.008, 7.875], [0.335, 2.504, 8.214], [0.494, 0.594, 5.151], [1.011, 2.057, 5.943], [-0.200, 3.466, 4.299], [-0.488, 1.993, 3.312], [1.133, 2.500, 3.710], [4.144, 7.233, -0.825], [3.281, 6.262, -0.031], [2.195, 5.726, -0.827], [2.624, 4.742, -1.809], [1.493, 3.946, -2.470], [1.023, 5.404, -0.034], [1.234, 4.318, 1.034], [4.671, 6.751, -1.651], [4.877, 7.798, -0.249], [3.481, 7.969, -1.288], [3.899, 5.470, 0.421], [2.856, 6.822, 0.805], [3.228, 5.242, -2.564], [3.226, 3.953, -1.330], [0.734, 4.537, -2.983], [1.948, 3.235, -3.159], [0.977, 3.364, -1.704], [0.222, 5.071, -0.696], [0.664, 6.322, 0.440], [2.036, 4.564, 1.731], [1.614, 3.435, 0.506], [0.298, 4.100, 1.544], [-1.820, -0.656, -0.851], [-0.871, -0.442, 0.334], [0.429, -1.105, 0.139], [1.013, -0.958, -1.184], [1.255, 0.441, -1.705], [1.349, -0.714, 1.202], [0.844, -1.017, 2.605], [-2.122, -1.705, -0.816], [-1.422, -0.361, -1.815], [-2.729, -0.081, -0.666], [-0.684, 0.628, 0.525], [-1.333, -0.831, 1.241], [1.958, -1.514, -1.151], [0.438, -1.554, -1.899], [2.032, 0.998, -1.180], [1.480, 0.484, -2.775], [0.343, 1.049, -1.660], [1.601, 0.359, 1.167], [2.309, -1.218, 1.039], [1.608, -0.941, 3.376], [0.529, -2.065, 2.664], [0.014, -0.352, 2.843], [5.214, -1.300, 3.974], [4.079, -2.270, 4.182], [3.632, -2.501, 5.292], [3.632, -2.892, 3.066], [2.632, -3.956, 3.157], [5.220, -0.555, 4.759], [5.065, -0.821, 3.001], [6.148, -1.859, 3.915], [4.105, -2.702, 2.202], [1.975, -3.971, 2.291], [2.064, -3.822, 4.071], [3.172, -4.903, 3.221], [4.023, 1.991, 0.862], [4.053, 2.001, 2.362], [3.042, 1.688, 2.985], [5.200, 2.370, 2.959], [5.398, 2.395, 4.404], [3.544, 1.086, 0.501], [4.993, 2.189, 0.404], [3.380, 2.831, 0.577], [5.865, 2.836, 2.365], [4.597, 1.787, 4.822], [5.246, 3.415, 4.755], [6.362, 1.962, 4.653], [1.189, -4.827, -0.494], [-0.145, -5.012, 0.175], [-0.678, -6.118, 0.214], [-0.674, -3.930, 0.761], [-1.985, -3.878, 1.370], [1.943, -5.464, -0.034], [1.512, -3.800, -0.661], [1.058, -5.262, -1.490], [-0.181, -3.051, 0.608], [-2.204, -4.791, 1.916], [-2.712, -3.696, 0.573], [-2.128, -3.045, 2.057]], "forces_ev_per_a": [[1.07, -0.50, 0.08], [-0.16, -0.09, 0.72], [-0.36, 0.05, -0.93], [0.71, 0.26, -0.07], [0.11, 0.39, 0.39], [0.02, -0.54, 0.45], [0.06, 0.06, 0.16], [-0.16, 0.32, -0.16], [-0.46, 0.19, -0.20], [-0.23, 0.04, -0.09], [-0.03, 0.09, -0.15], [0.08, -0.12, 0.01], [-0.16, -0.15, 0.09], [-0.30, -0.16, 0.02], [-0.15, -0.15, -0.13], [0.04, -0.03, 0.05], [-0.03, -0.06, -0.02], [0.18, 0.01, -0.25], [0.12, 0.22, 0.10], [0.05, -0.06, -0.06], [-0.10, -0.01, 0.11], [-0.18, 0.23, -0.16], [0.31, -0.49, -0.59], [-1.21, 0.24, -0.11], [0.38, -0.56, 0.01], [-0.32, 0.17, -0.28], [0.00, 0.01, 0.40], [0.36, 0.50, 0.22], [0.14, 0.44, -0.07], [0.11, 0.20, 0.39], [-0.02, 0.41, -0.01], [-0.18, -0.18, 0.20], [0.38, 0.10, 0.10], [0.20, 0.02, -0.15], [0.05, -0.22, 0.34], [0.26, -0.11, -0.35], [0.05, 0.07, -0.06], [0.06, 0.16, -0.01], [-0.05, -0.07, -0.12], [-0.03, 0.09, -0.10], [-0.47, -0.06, 0.09], [-0.17, -0.07, 0.14], [-0.10, -0.42, 0.09], [0.20, -0.17, -0.10], [-0.81, -0.14, 0.13], [0.20, 0.52, -0.82], [-0.13, -0.74, 0.02], [-0.03, -0.28, -0.44], [1.24, 0.25, -0.24], [1.06, 0.15, 0.08], [0.08, 1.11, -0.04], [0.14, -0.01, 0.07], [0.16, 0.06, -0.23], [0.05, -0.17, 0.12], [-0.19, -0.28, 0.45], [0.13, 0.16, 0.38], [0.09, 0.29, 0.15], [-0.33, 0.12, 0.04], [-0.20, -0.07, 0.16], [-0.14, -0.18, -0.11], [-0.40, 0.18, 0.05], [-0.57, 0.03, -0.04], [-0.01, -0.18, 0.16], [-0.30, -0.07, 0.20], [-0.01, -0.52, 0.05], [0.01, -0.18, -0.14], [-0.15, 0.24, -0.23], [-0.36, -0.72, 0.27], [0.11, -0.11, -0.15], [0.23, -0.43, -0.36], [0.64, 0.62, 0.15], [-0.25, -0.02, 0.03], [0.50, 0.24, 0.44], [0.06, 0.18, 0.08], [0.07, -0.09, 0.02], [0.14, -0.09, 0.15], [0.18, 0.15, 0.10], [-0.11, 0.14, -0.13], [-0.16, -0.04, 0.14], [-0.02, 0.06, -0.02], [-0.15, 0.10, 0.18], [-0.13, -0.34, -0.16], [-0.39, -0.09, -0.21], [0.31, -0.14, 0.33], [-0.11, 0.14, -0.47], [0.04, -0.07, -0.02], [-0.18, 0.10, 0.04], [-0.17, 0.10, -0.17], [0.08, -0.58, -0.13], [0.03, 0.61, -0.30], [-0.19, 0.07, -0.39], [-0.18, -0.08, -0.13], [0.06, -0.61, -0.05], [0.49, 0.29, -0.15], [0.37, 0.02, -0.10], [0.20, 0.28, -0.24], [-0.15, -0.12, -0.16], [-0.16, -0.11, 0.21], [-0.18, -0.56, 0.61], [0.08, 0.48, 0.38], [-0.05, 0.32, -0.12], [0.40, -0.09, 0.14], [-0.14, 0.06, 0.01], [0.09, 0.23, -0.02], [0.04, 0.03, 0.04], [-0.15, -0.09, 0.00], [-0.18, -0.07, 0.27], [-0.28, -0.06, 0.02], [-0.18, 0.07, 0.08], [-0.16, -0.08, 0.00], [-0.15, 0.22, -0.67], [0.29, 0.33, 0.10], [-0.33, 0.37, -0.15], [-0.57, -0.51, 0.22], [0.09, 0.12, 0.33], [-0.06, -0.22, 0.41], [0.44, 0.01, -0.85], [0.06, -0.09, 0.12], [-0.01, -0.27, 0.28], [0.00, -0.01, 0.03], [0.07, -0.09, -0.05], [-0.15, -0.09, 0.01], [0.12, -0.04, -0.02], [0.46, 0.15, 0.00], [0.18, 0.16, -0.10], [-0.11, 0.05, -0.15], [-0.04, -0.08, -0.11], [0.03, 0.13, -0.03], [0.08, 0.04, -0.05], [-0.27, 0.22, 0.27], [-0.54, -0.19, 0.22], [0.12, -0.16, 0.18], [-0.29, -0.09, 1.22], [0.39, 0.38, -0.81], [-0.32, -0.19, 0.57], [0.50, -0.83, -0.21], [-0.55, 0.88, -0.36], [0.73, 0.36, 0.25], [-0.16, -0.54, -0.16], [0.08, -0.07, -0.53], [0.06, -0.11, -0.05], [0.01, 0.05, -0.10], [-0.21, 0.11, -0.11], [0.00, -0.08, -0.04], [0.10, 0.19, 0.09], [-0.27, 0.26, 0.01], [0.01, -0.13, 0.07], [0.33, -0.41, 0.07], [0.01, -0.06, 0.32], [-0.23, 0.03, -0.06], [-0.10, -0.21, -0.06], [0.14, 0.46, -0.20], [-0.34, 0.10, -0.07], [0.02, -0.13, 0.27], [-0.29, -0.06, -0.88], [0.20, -0.07, 0.61], [-0.16, 0.01, -0.04], [-0.53, -0.01, 0.06], [0.82, -0.08, -0.10], [0.11, -0.07, 0.11], [0.19, 0.23, 0.10], [0.07, 0.10, 0.24], [-0.08, -0.10, -0.12], [0.00, 0.13, -0.04], [-0.04, 0.09, -0.02], [-0.30, -0.20, 0.01], [0.14, 0.93, -0.17], [-1.11, -0.42, 0.38], [0.53, -0.16, -0.02], [0.66, 0.11, -0.16], [-0.90, 0.07, -0.65], [0.22, -0.10, 0.01], [0.03, -0.34, -0.07], [0.10, -0.23, -0.04], [0.21, -0.17, 0.12], [0.08, -0.03, 0.12], [0.37, -0.03, 0.34], [0.10, 0.23, 0.13], [-0.12, -0.40, -1.06], [-0.42, -0.96, 0.61], [0.16, 0.30, -0.15], [0.52, 1.05, 0.34], [-0.29, 0.12, -0.50], [0.07, 0.26, 0.27], [0.05, 0.06, 0.44], [0.02, 0.05, 0.01], [-0.17, 0.06, 0.00], [-0.06, -0.13, -0.19], [-0.36, -0.40, 0.18], [0.53, 0.03, 0.05]], "lowdin_charge": [-0.08, -0.26, -0.17, -0.27, -0.10, -0.27, -0.09, 0.07, 0.07, 0.06, 0.11, 0.09, 0.10, 0.11, 0.07, 0.06, 0.08, 0.11, 0.10, 0.07, 0.08, 0.06, -0.08, -0.25, -0.19, -0.27, -0.08, -0.26, -0.10, 0.07, 0.06, 0.06, 0.12, 0.09, 0.10, 0.12, 0.07, 0.06, 0.08, 0.12, 0.10, 0.04, 0.07, 0.09, -0.07, -0.26, -0.19, -0.26, -0.09, -0.25, -0.08, 0.07, 0.06, 0.05, 0.08, 0.12, 0.12, 0.10, 0.07, 0.07, 0.06, 0.10, 0.12, 0.05, 0.06, 0.07, -0.09, -0.25, -0.19, -0.26, -0.09, -0.25, -0.08, 0.07, 0.06, 0.07, 0.11, 0.12, 0.08, 0.12, 0.07, 0.06, 0.07, 0.12, 0.10, 0.05, 0.07, 0.06, -0.09, -0.27, -0.18, -0.27, -0.09, -0.27, -0.10, 0.08, 0.07, 0.06, 0.11, 0.10, 0.10, 0.12, 0.07, 0.07, 0.08, 0.11, 0.10, 0.08, 0.05, 0.04, -0.09, -0.28, -0.19, -0.23, -0.08, -0.25, -0.07, 0.06, 0.07, 0.08, 0.11, 0.12, 0.11, 0.10, 0.06, 0.08, 0.05, 0.07, 0.12, 0.07, 0.05, 0.07, -0.07, -0.23, -0.19, -0.27, -0.07, -0.25, -0.07, 0.08, 0.04, 0.06, 0.11, 0.08, 0.10, 0.11, 0.06, 0.07, 0.06, 0.09, 0.11, 0.07, 0.06, 0.05, 0.01, -0.57, 0.04, 0.01, -0.05, 0.07, 0.07, 0.09, 0.12, 0.06, 0.09, 0.09, 0.01, -0.55, 0.02, 0.01, -0.05, 0.06, 0.09, 0.04, 0.13, 0.08, 0.09, 0.08, -0.01, -0.57, 0.03, 0.02, -0.07, 0.09, 0.05, 0.07, 0.08, 0.09, 0.08, 0.05]}